1.
46
Properties=species:S:1:pos:R:3:forces:R:3:nbo_charge:R:1 method="wB97M-V/def2-TZVPD" fmax_ev_per_a=0.36 homo_ha=-0.2288 e_above_lowest_kcal_mol=17.8
Sr 0.0703 -0.1489 -0.7293 0.241 -0.052 0.266 1.820
O -3.1771 0.5736 2.5783 -0.026 -0.002 0.029 -0.650
O 2.1521 -0.6925 0.2229 0.123 -0.141 -0.267 -0.887
O -2.1784 -0.0703 0.6885 -0.090 -0.034 0.036 -0.667
O 3.6652 -0.7255 1.8987 -0.045 -0.037 0.026 -0.635
N 6.5713 3.3084 0.8469 0.002 0.021 0.015 -0.362
N 0.1964 -0.1717 1.8809 -0.042 0.021 -0.145 -0.489
N -0.3742 -2.9285 -0.8068 0.029 0.256 -0.078 -0.528
C -1.0075 -3.4711 0.2322 -0.039 0.005 0.031 0.048
C 0.5145 -5.0934 -1.3028 0.007 0.036 -0.015 -0.252
C -0.8399 0.1790 2.6390 0.047 -0.002 0.111 0.036
C 0.5562 0.4273 4.5364 0.018 0.001 -0.002 -0.169
C 3.1074 2.9232 1.2280 -0.013 0.000 -0.022 -0.072
C 5.4584 3.1866 0.5772 0.112 -0.027 -0.025 0.300
C 3.6715 3.0420 -1.1036 -0.026 -0.002 -0.027 -0.130
C 2.5513 -0.5877 1.4250 -0.080 0.073 0.132 0.753
C 1.4117 -0.2249 2.3997 0.048 0.015 0.016 0.137
C -2.1133 0.2093 1.8706 -0.065 0.056 -0.063 0.795
C 1.3325 2.7766 -0.4480 -0.122 -0.063 0.020 0.007
C 0.3766 -3.7423 -1.5531 0.043 -0.064 0.004 0.054
C -0.0184 -7.1233 0.0896 0.012 -0.024 0.011 -0.640
C -0.9263 -4.8136 0.5578 0.005 0.017 0.002 -0.250
C 1.7775 2.8007 0.8965 -0.006 -0.023 0.023 -0.316
C -0.0458 2.5381 -0.7838 -0.125 -0.070 -0.080 -0.986
C 1.6304 0.0635 3.7471 0.010 -0.006 -0.020 -0.183
C -0.1482 -5.6623 -0.2194 -0.017 0.031 0.002 0.054
C 4.0807 3.0432 0.2320 -0.096 0.004 0.047 -0.284
C 2.3405 2.9131 -1.4318 0.009 -0.033 -0.027 -0.281
C -0.7202 0.4941 3.9786 0.005 -0.015 -0.043 -0.196
H 1.0388 2.7270 1.6892 -0.006 0.009 0.002 0.193
H -1.4639 -5.1870 1.4194 0.005 -0.018 0.000 0.222
H -0.5427 -7.3838 1.0069 -0.003 -0.001 0.001 0.222
H -0.7547 2.7891 0.0077 0.006 0.034 0.001 0.191
H 1.0308 -7.3980 0.2026 0.001 -0.002 0.000 0.235
H -1.5826 0.7841 4.5603 -0.005 0.002 0.000 0.239
H -3.9434 0.5924 1.9836 0.044 -0.007 0.006 0.508
H -1.6055 -2.7957 0.8342 -0.010 -0.001 -0.005 0.198
H 1.1463 -5.6918 -1.9462 -0.003 -0.019 0.011 0.226
H 2.0507 2.9223 -2.4775 -0.004 0.007 0.002 0.198
H 0.7005 0.6673 5.5815 0.002 0.001 0.003 0.228
H -0.4280 -7.7253 -0.7226 -0.002 0.003 -0.005 0.232
H 3.4099 2.9308 2.2677 0.014 0.001 0.005 0.208
H -0.3682 2.9274 -1.7490 0.044 0.040 -0.005 0.201
H 2.6428 0.0029 4.1219 -0.003 0.001 0.010 0.260
H 0.9054 -3.2923 -2.3857 -0.011 0.012 0.002 0.196
H 4.4122 3.1478 -1.8863 0.014 -0.002 0.014 0.216

=====

2.
17
Properties=species:S:1:pos:R:3:forces:R:3:nbo_charge:R:1 method="wB97M-V/def2-TZVPD" fmax_ev_per_a=4.80 homo_ha=-0.3020 e_above_lowest_kcal_mol=104.1 smiles=N[C@@]12CCO[C@@H]1[C@H]2O
O 1.9765 -1.1073 0.2556 1.603 3.645 1.708 -0.707
O -1.4420 -0.8959 -0.6123 1.355 -1.516 -1.391 -0.508
N 1.4260 1.5516 -0.2338 -1.799 1.235 -1.519 -0.844
C -1.0810 1.1947 0.3210 -3.383 0.930 -1.081 -0.410
C -0.0759 -0.6263 -0.6621 -0.698 -0.580 -0.245 0.053
C -2.0026 -0.1801 0.4117 -0.402 1.980 0.630 -0.076
C 0.7143 -0.5560 0.5886 1.016 -4.688 0.053 0.031
C 0.3137 0.6377 -0.0040 0.822 4.207 -0.624 0.026
H -1.2094 1.9858 1.1529 0.376 -1.510 -1.278 0.234
H 1.2633 2.0303 -1.1210 0.702 0.009 0.468 0.364
H 1.8566 -1.9439 -0.0904 -0.561 -2.559 -0.984 0.471
H 0.3894 -0.9218 1.4976 -0.945 -0.515 1.890 0.179
H -1.9456 -0.6931 1.4438 -0.160 0.695 -1.485 0.163
H -1.6183 1.6622 -0.7552 2.060 -0.898 3.044 0.206
H 2.4086 1.3800 -0.0244 -0.939 -0.787 -0.153 0.405
H -3.0414 -0.1395 -0.0409 0.691 0.801 1.769 0.209
H 0.4270 -1.0145 -1.5041 0.263 -0.449 -0.803 0.204

=====

3.
20
Properties=species:S:1:pos:R:3:forces:R:3:nbo_charge:R:1 method="wB97M-V/def2-TZVPD" fmax_ev_per_a=6.37 homo_ha=-0.3131 e_above_lowest_kcal_mol=64.3
P 1.3523 -0.5013 -0.6467 0.247 -0.325 2.063 0.784
N -3.3655 0.2901 0.3710 -0.347 -0.176 0.534 -0.439
N -1.3103 0.4250 -0.4403 -0.075 0.167 1.062 -0.426
C -3.0976 -0.8217 -0.3736 2.507 1.145 -0.835 -0.065
C -1.8323 -0.7782 -0.9250 -2.414 1.706 2.241 -0.098
C 2.8585 0.5796 -0.1800 -1.414 -1.522 -6.017 -0.858
C 0.0263 0.7199 -0.3687 2.569 2.378 -3.798 -0.292
C 1.3300 -1.1231 1.1586 -3.724 -1.017 -0.174 -0.952
C -2.2919 1.0148 0.3793 -0.504 -0.038 -0.413 0.177
H 2.1041 -1.8236 1.3129 1.199 -0.483 0.419 0.225
H 2.4891 1.1994 0.5122 -0.628 2.436 2.837 0.201
H 3.0900 1.0905 -1.1868 0.329 -0.598 1.882 0.236
H -3.7430 -1.6063 -0.5029 -1.758 -1.495 -0.219 0.201
H -2.3150 1.9712 0.9546 0.976 -0.899 -0.907 0.224
H -1.3911 -1.4622 -1.5697 1.153 -0.693 -0.866 0.235
H 0.3518 -1.7517 1.4354 1.828 1.292 -0.899 0.228
H 0.3862 1.6462 0.1140 -0.949 -0.588 0.211 0.233
H 0.5903 1.4385 -2.0185 -0.959 -0.898 2.441 -0.053
H 3.4785 -0.2192 0.1085 1.455 -0.277 0.510 0.228
H 1.2894 -0.2879 1.8654 0.510 -0.114 -0.072 0.211

=====

4.
19
Properties=species:S:1:pos:R:3:forces:R:3:nbo_charge:R:1 method="wB97M-V/def2-TZVPD" fmax_ev_per_a=1.13 homo_ha=-0.3183 e_above_lowest_kcal_mol=43.2 smiles="C=CC.CNC"
N -2.1261 -0.6992 1.6902 0.426 0.153 0.497 -0.632
C 1.4286 0.0131 -1.3590 0.682 -0.188 -0.083 -0.659
C 2.1574 1.2239 -1.8509 0.078 0.755 0.310 -0.171
C -1.7027 -1.2535 0.4148 -0.935 -0.322 -0.553 -0.420
C -1.0760 -0.5915 2.6933 0.161 0.245 -0.155 -0.411
C 1.5979 2.3307 -2.3353 -0.190 -0.167 0.012 -0.404
H -0.7795 -1.5605 3.1137 0.209 0.064 0.024 0.163
H -2.1166 -2.2554 0.2379 -0.037 0.093 0.032 0.181
H -0.6358 -1.3728 0.2817 0.358 0.275 0.322 0.191
H 1.4584 0.0450 -0.2612 -0.819 0.033 -0.165 0.221
H -0.2032 -0.0826 2.2734 -0.023 -0.271 -0.127 0.190
H -2.8714 -1.2438 2.0977 -0.135 -0.005 -0.227 0.352
H 1.9345 -0.9343 -1.5689 0.291 0.218 -0.321 0.217
H 2.1976 3.1634 -2.6744 0.149 0.073 0.226 0.196
H -2.0791 -0.6056 -0.3856 0.206 -0.167 -0.075 0.190
H -1.3917 0.0679 3.4953 -0.246 -0.078 0.267 0.197
H 3.2123 1.3218 -1.6082 0.170 -0.465 -0.398 0.192
H 0.5253 2.4981 -2.3849 0.003 -0.380 -0.290 0.188
H 0.4701 -0.0647 -1.8694 -0.348 0.133 0.705 0.220